No. 1
ORCA calculation (wB97M-V/def2-TZVPD) on a cluster of 6 separate species, C55H60BrF14N3O3S in total.

Values from the calculation:
Relative energy (zero: lowest compared OMol25 entry of this formula, charge and spin) = 0.000 eV
LUMO = 0.054 eV
Orbital gap = 0.303 hartree
Spin multiplicity = 1

```
137
Properties=species:S:1:pos:R:3:mulliken_charge:R:1
C 4.66 -0.33 1.50 -1.340
C 3.59 -1.13 1.24 -1.500
C 2.77 -1.29 -0.06 2.550
O 2.42 -2.64 -0.05 0.039
C 3.40 -3.58 -0.47 -0.727
C 2.81 -5.00 -0.30 0.261
C 2.43 -5.59 -1.64 -1.425
O 1.66 -4.94 0.54 -0.427
C 3.69 -0.73 -1.16 -0.958
O 4.79 -1.12 -1.50 -0.673
N 3.04 0.34 -1.67 -0.161
C 1.86 0.87 -0.92 2.220
C 0.98 1.43 -2.06 -2.710
C -0.55 1.52 -1.87 0.319
C -1.34 1.04 -3.11 -1.695
C -2.64 0.30 -2.76 -1.211
C -3.83 1.22 -2.89 0.588
F -3.99 1.56 -4.19 -0.327
F -3.60 2.34 -2.16 -0.160
C -5.13 0.50 -2.41 0.618
F -5.48 -0.34 -3.40 -0.300
F -4.90 -0.23 -1.32 -0.301
S -6.64 1.62 -2.05 1.406
F -6.09 2.74 -3.03 -0.297
F -5.85 2.26 -0.82 -0.300
F -7.25 0.53 -1.07 -0.318
F -7.49 1.00 -3.23 -0.302
F -7.86 2.57 -1.72 -0.287
C 2.48 1.96 0.00 -1.316
C 1.78 3.31 0.15 0.005
C 2.62 4.20 1.08 -1.431
Br -0.01 3.22 0.93 -0.144
C 1.43 -0.49 -0.25 0.617
C 0.60 -0.47 1.06 -1.919
C 1.05 0.25 2.33 -0.458
N -0.02 0.23 3.35 -0.753
C 0.63 -1.36 -1.27 0.316
C 1.09 -1.65 -2.57 -0.130
C 0.33 -2.42 -3.42 -1.310
N -0.85 -2.97 -3.13 -0.193
C -1.28 -2.69 -1.91 -1.537
C -0.62 -1.91 -0.98 0.214
H 4.65 0.76 1.52 0.013
H 5.61 -0.81 1.69 0.444
H 3.22 -1.77 2.04 0.812
H 4.32 -3.49 0.10 0.237
H 3.59 -3.42 -1.54 0.353
H 3.56 -5.61 0.21 0.540
H 1.88 -4.84 -2.22 0.205
H 1.83 -6.49 -1.53 0.385
H 3.33 -5.81 -2.22 0.365
H 1.73 -5.60 1.23 0.244
H 3.55 0.97 -2.28 0.393
H 1.16 0.84 -2.95 1.301
H 1.33 2.43 -2.31 1.061
H -0.90 1.01 -0.98 -0.059
H -0.81 2.57 -1.74 0.469
H -0.73 0.41 -3.75 0.786
H -1.59 1.93 -3.70 0.762
H -2.77 -0.57 -3.40 0.491
H -2.56 -0.05 -1.73 0.391
H 2.75 1.57 0.98 -0.328
H 3.44 2.22 -0.45 0.680
H 1.71 3.85 -0.79 0.706
H 2.49 5.26 0.87 0.385
H 3.68 3.95 0.97 0.401
H 2.37 4.00 2.12 0.366
H -0.40 -0.09 0.82 0.447
H 0.46 -1.52 1.34 0.854
H 1.30 1.29 2.20 0.135
H 1.90 -0.23 2.81 0.015
H -0.55 -0.64 3.26 0.328
H -0.69 0.96 3.11 0.340
H 2.03 -1.29 -2.93 0.319
H 0.70 -2.60 -4.43 0.461
H -2.24 -3.13 -1.63 0.490
H -1.11 -1.76 -0.03 0.634
F 3.59 -0.42 4.65 -0.140
C 4.76 -0.42 5.33 0.389
C 4.77 0.06 6.63 -0.635
C 5.96 0.04 7.33 -0.338
C 7.12 -0.43 6.73 -0.571
C 7.08 -0.90 5.43 -0.453
C 5.89 -0.90 4.72 -0.080
H 3.85 0.43 7.07 0.438
H 5.99 0.41 8.35 0.364
H 8.05 -0.43 7.28 0.375
H 7.99 -1.27 4.96 0.368
H 5.84 -1.27 3.70 0.271
F -0.19 8.27 -2.04 -0.339
C -1.22 7.40 -2.03 0.472
C -2.31 7.65 -2.84 -0.553
C -3.37 6.74 -2.82 -0.406
C -3.32 5.62 -2.01 -0.979
C -2.21 5.39 -1.21 0.242
C -1.14 6.28 -1.22 -0.565
H -2.33 8.54 -3.46 0.443
H -4.23 6.92 -3.45 0.409
H -4.14 4.92 -2.01 0.532
H -2.16 4.52 -0.57 0.325
H -0.26 6.12 -0.61 0.405
F 1.34 -4.85 4.46 -0.264
C 0.24 -5.63 4.55 0.206
C -0.85 -5.34 3.75 -0.150
C -1.97 -6.15 3.83 -0.421
C -2.00 -7.22 4.71 -0.529
C -0.89 -7.49 5.50 -0.318
C 0.24 -6.70 5.42 -0.534
H -0.80 -4.49 3.08 0.482
H -2.83 -5.93 3.21 0.371
H -2.88 -7.85 4.77 0.368
H -0.91 -8.33 6.19 0.362
H 1.12 -6.90 6.03 0.426
F -1.04 5.92 3.77 -0.258
C -1.90 6.89 3.41 0.233
C -2.60 7.56 4.39 -0.574
C -3.48 8.56 4.00 -0.308
C -3.65 8.87 2.66 -0.674
C -2.94 8.17 1.69 -0.156
C -2.05 7.17 2.06 -0.069
H -2.45 7.31 5.43 0.442
H -4.03 9.11 4.75 0.358
H -4.34 9.65 2.36 0.381
H -3.07 8.40 0.64 0.354
H -1.48 6.62 1.33 0.225
F 0.50 -4.89 -5.86 -0.284
C -0.75 -5.32 -6.15 0.305
C -0.89 -6.41 -6.98 -0.542
C -2.17 -6.86 -7.28 -0.349
C -3.28 -6.20 -6.76 -0.550
C -3.10 -5.10 -5.93 -0.520
C -1.83 -4.65 -5.61 0.154
H -0.01 -6.90 -7.38 0.424
H -2.30 -7.72 -7.93 0.360
H -4.27 -6.55 -7.00 0.372
H -3.96 -4.59 -5.52 0.378
H -1.67 -3.80 -4.96 0.358
```

---

No. 2
ORCA calculation (wB97M-V/def2-TZVPD) on a structure of composition C55H63AsCeO3P4S.

Values from the calculation:
Net charge = +4
LUMO (spin up / spin down) = -13.239 / -13.300 eV
Orbital gap (spin up / spin down) = 0.096 / 0.094 hartree
Spin multiplicity = 1

```
128
Properties=species:S:1:pos:R:3:mulliken_charge:R:1
Ce 12.03 12.29 17.23 1.000
C 7.49 10.16 17.63 -0.958
C 7.45 11.64 17.38 -0.124
P 6.71 12.32 15.73 -0.145
C 7.17 14.07 15.91 0.748
C 7.73 14.76 14.85 -0.454
C 8.25 16.06 15.09 -0.436
C 8.09 16.70 16.33 -0.485
C 7.44 16.08 17.40 -0.912
C 7.00 14.76 17.16 -0.406
C 4.91 12.22 15.86 0.917
C 4.14 12.55 16.92 -0.080
C 2.71 12.54 16.77 -0.702
C 2.12 12.37 15.55 -0.411
C 2.92 12.12 14.43 -0.621
C 4.31 11.93 14.62 -0.675
C 8.54 9.82 18.62 -0.802
P 10.22 9.80 17.69 1.107
C 10.30 8.18 17.08 0.555
C 10.47 7.00 17.91 -0.408
C 10.36 5.74 17.38 -0.721
C 10.00 5.60 16.01 -0.667
C 9.97 6.72 15.21 -0.714
C 10.16 8.02 15.74 -0.605
C 11.44 10.03 19.10 0.054
C 11.21 11.06 20.02 0.248
C 11.99 11.23 21.15 -1.250
C 13.07 10.30 21.29 -0.857
C 13.34 9.33 20.33 -1.215
C 12.48 9.15 19.25 -0.446
H 7.65 9.74 16.62 0.448
H 6.45 9.93 18.00 0.377
H 8.40 12.11 17.29 -0.639
H 6.98 12.31 18.07 0.652
H 7.94 14.24 13.80 0.383
H 8.71 16.60 14.22 0.535
H 8.26 17.77 16.51 0.413
H 7.27 16.61 18.34 0.514
H 6.44 14.32 17.95 0.157
H 4.57 12.82 17.85 0.278
H 2.11 12.61 17.66 0.411
H 1.06 12.33 15.57 0.411
H 2.44 11.90 13.42 0.313
H 4.86 11.55 13.88 0.564
H 8.47 8.83 19.02 0.745
H 8.54 10.59 19.47 0.516
H 10.68 7.20 18.99 0.410
H 10.50 4.90 18.05 0.477
H 9.78 4.65 15.59 0.497
H 9.86 6.58 14.15 0.472
H 9.94 8.89 15.16 0.539
H 10.37 11.71 19.79 0.256
H 11.81 11.96 21.93 0.691
H 13.59 10.28 22.15 0.720
H 14.10 8.55 20.58 0.516
H 12.73 8.38 18.53 0.668
O 10.59 13.09 15.38 -0.415
H 9.69 12.79 15.20 0.074
H 10.67 14.02 15.12 0.192
O 14.33 11.68 18.08 0.115
H 14.74 12.12 18.84 -0.089
H 14.85 10.90 17.95 0.161
O 10.41 13.98 18.00 0.731
H 9.53 14.16 17.58 -0.395
H 10.37 14.59 18.74 0.064
C 12.51 15.71 19.90 0.588
P 13.34 14.39 18.94 0.877
C 13.50 14.89 17.18 1.515
C 14.45 14.41 16.25 -0.989
C 14.37 14.65 14.88 -1.323
C 13.29 15.30 14.32 -1.153
C 12.37 15.74 15.22 -0.757
C 12.44 15.54 16.60 -0.187
C 14.93 14.00 19.69 -0.133
C 16.17 14.38 19.12 0.074
C 17.32 13.91 19.74 -1.689
C 17.25 13.21 20.98 -0.870
C 15.99 12.84 21.48 -0.777
C 14.85 13.21 20.84 -0.223
P 13.03 17.46 20.07 -0.378
C 11.63 18.32 19.29 1.032
C 11.90 19.53 18.68 -0.743
C 10.89 20.43 18.19 -1.072
C 9.57 19.94 18.38 -0.534
C 9.31 18.79 19.15 -0.598
C 10.30 18.02 19.63 -0.234
C 14.42 17.58 18.84 0.308
C 15.64 17.47 19.45 -0.373
C 16.84 17.62 18.70 -0.842
C 16.82 17.84 17.36 -0.818
C 15.54 17.99 16.74 -0.563
C 14.40 17.91 17.46 -0.019
H 12.41 15.35 20.96 0.886
H 11.40 15.80 19.73 -1.084
H 15.31 13.86 16.60 0.542
H 15.13 14.26 14.27 0.898
H 13.13 15.31 13.27 0.599
H 11.50 16.32 14.83 0.566
H 11.73 16.00 17.21 -0.007
H 16.26 15.12 18.31 0.919
H 18.34 14.19 19.41 0.478
H 18.15 13.05 21.53 0.518
H 15.89 12.34 22.49 0.427
H 13.92 12.96 21.29 0.752
H 12.91 19.87 18.49 0.462
H 11.05 21.23 17.54 0.473
H 8.75 20.52 18.05 0.520
H 8.24 18.73 19.41 0.498
H 10.07 17.18 20.35 0.583
H 15.68 17.44 20.52 0.527
H 17.74 17.55 19.29 0.522
H 17.69 17.91 16.77 0.554
H 15.42 18.29 15.67 0.461
H 13.49 18.14 16.99 0.757
C 15.07 11.12 12.86 -0.624
As 14.72 9.74 14.18 0.776
C 16.38 9.48 15.19 -1.058
C 14.25 8.00 13.45 -1.190
S 13.05 10.27 15.37 -0.367
H 16.06 10.84 12.40 0.443
H 15.09 12.03 13.36 -0.072
H 14.39 11.16 12.03 0.424
H 16.97 10.38 15.22 0.399
H 16.99 8.66 14.82 0.450
H 16.12 9.23 16.25 0.281
H 14.70 7.83 12.53 0.456
H 13.21 7.90 13.35 0.394
H 14.67 7.23 14.03 0.421
```

---

No. 3
ORCA calculation (wB97M-V/def2-TZVPD) on a cluster of 9 separate species, C55H66BN9O10P2S in total.

Values from the calculation:
Net charge = -2
LUMO = 2.549 eV
Orbital gap = 0.115 hartree
Spin multiplicity = 1

```
144
Properties=species:S:1:pos:R:3:mulliken_charge:R:1
C -1.97 1.00 6.58 -1.592
C -1.51 1.03 5.15 1.077
C -0.91 2.19 4.59 -0.886
C -0.44 2.22 3.30 -1.036
C -0.52 1.08 2.46 1.277
C 0.08 1.19 1.07 -0.460
C 0.77 -0.06 0.51 -0.014
B -0.31 -1.05 -0.15 0.753
N 0.00 -2.39 -0.65 -0.499
O -1.66 -0.62 -0.24 -0.568
O 1.36 0.48 -0.69 -0.240
P 2.96 0.05 -1.06 -0.255
O 2.59 -1.50 -1.74 -0.668
C 2.86 0.68 -2.91 -0.740
P 4.42 0.63 -3.74 0.743
O 5.14 -0.65 -3.71 -0.765
O 4.10 0.94 -5.34 -0.563
O 5.35 1.86 -3.29 -0.350
C 3.72 1.80 -0.67 0.781
O 3.00 2.85 -0.77 -0.736
O 4.92 1.84 -0.30 -0.778
O 3.17 -0.58 0.58 -0.564
C 1.97 -0.66 1.30 0.759
O 1.82 -2.09 1.56 -0.482
C 2.38 -0.07 2.67 -1.020
C 2.83 1.41 2.62 -0.029
C 4.31 1.57 3.02 -1.009
S 4.84 3.31 3.13 -0.336
C -1.10 -0.05 2.99 0.131
C -1.62 -0.09 4.31 -1.321
H -1.75 1.94 7.09 0.392
H -1.38 0.23 7.10 0.325
H -3.02 0.71 6.68 0.298
H -0.81 3.07 5.23 0.254
H 0.05 3.11 2.91 0.537
H 0.81 2.01 1.10 0.585
H -0.71 1.54 0.40 -0.362
H -0.25 -3.04 0.10 0.125
H -0.60 -2.58 -1.45 0.133
H -2.21 -1.23 0.26 0.214
H 4.34 -0.33 -1.25 0.138
H 3.13 -2.13 -1.26 0.236
H 2.35 1.65 -2.99 0.327
H 2.22 -0.04 -3.44 0.410
H 4.96 1.13 -5.74 0.274
H 6.06 1.52 -2.72 0.299
H 2.70 -2.38 1.80 0.665
H 3.24 -0.66 3.01 0.887
H 1.62 -0.17 3.45 0.175
H 2.74 1.89 1.64 -0.307
H 2.22 2.01 3.31 0.389
H 4.89 1.14 2.20 0.339
H 4.46 1.04 3.97 0.540
H 3.75 4.02 2.77 0.091
H -1.18 -0.97 2.42 0.120
H -2.05 -1.00 4.73 0.324
N 0.36 -5.29 0.84 -0.194
C 1.69 -5.34 0.95 0.117
C 2.37 -6.37 1.58 -1.091
C 1.63 -7.41 2.13 0.112
C 0.25 -7.38 2.02 -0.624
C -0.33 -6.30 1.37 -0.284
H 2.22 -4.50 0.51 0.370
H 3.45 -6.36 1.64 0.471
H 2.13 -8.24 2.62 0.344
H -0.36 -8.17 2.43 0.351
H -1.41 -6.23 1.25 0.375
N 7.56 5.25 -4.22 -0.545
C 6.40 4.76 -3.78 -0.348
C 5.38 5.54 -3.24 -0.336
C 5.59 6.91 -3.15 -0.444
C 6.79 7.44 -3.60 -0.276
C 7.74 6.57 -4.12 -0.261
H 6.27 3.69 -3.87 0.791
H 4.46 5.08 -2.91 0.398
H 4.83 7.55 -2.73 0.379
H 6.99 8.50 -3.54 0.335
H 8.69 6.94 -4.48 0.352
N -3.97 3.25 3.25 -0.448
C -3.68 2.01 2.82 -0.465
C -4.30 1.45 1.70 -0.488
C -5.25 2.19 1.02 -0.510
C -5.55 3.47 1.46 0.029
C -4.88 3.94 2.57 -0.444
H -2.93 1.49 3.36 1.058
H -4.03 0.45 1.39 0.286
H -5.74 1.77 0.15 0.390
H -6.28 4.08 0.95 0.367
H -5.08 4.94 2.95 0.377
N 3.49 -9.80 0.52 -0.246
C 3.88 -11.07 0.49 -0.267
C 4.47 -11.67 -0.61 -0.493
C 4.66 -10.90 -1.75 -0.191
C 4.26 -9.58 -1.74 -0.765
C 3.69 -9.08 -0.58 0.027
H 3.71 -11.64 1.40 0.342
H 4.77 -12.71 -0.58 0.366
H 5.12 -11.33 -2.64 0.454
H 4.39 -8.95 -2.61 0.390
H 3.36 -8.04 -0.53 0.379
N 8.64 -8.53 -1.31 -0.502
C 9.83 -8.22 -1.84 -0.237
C 10.36 -8.86 -2.95 -0.331
C 9.62 -9.87 -3.55 -0.386
C 8.39 -10.20 -3.01 -0.275
C 7.95 -9.50 -1.90 -0.113
H 10.37 -7.43 -1.33 0.367
H 11.33 -8.57 -3.33 0.359
H 10.00 -10.39 -4.42 0.354
H 7.78 -10.98 -3.45 0.313
H 6.98 -9.72 -1.45 0.462
N -7.97 5.37 0.34 -0.365
C -7.62 6.51 -0.25 -0.184
C -8.37 7.12 -1.25 -0.521
C -9.54 6.51 -1.65 -0.221
C -9.92 5.32 -1.05 -0.477
C -9.10 4.79 -0.06 -0.392
H -6.69 6.95 0.10 0.355
H -8.04 8.05 -1.69 0.359
H -10.15 6.95 -2.43 0.381
H -10.83 4.81 -1.34 0.490
H -9.36 3.86 0.44 0.486
N -2.92 5.35 -2.36 -0.628
C -1.79 6.02 -2.58 -0.268
C -0.52 5.50 -2.38 -0.588
C -0.41 4.20 -1.93 -0.321
C -1.57 3.48 -1.70 -0.429
C -2.79 4.09 -1.92 -0.409
H -1.92 7.04 -2.93 0.326
H 0.36 6.10 -2.58 0.423
H 0.57 3.75 -1.76 0.863
H -1.52 2.45 -1.34 0.532
H -3.72 3.56 -1.75 0.416
N -12.43 3.57 0.18 -0.314
C -12.54 4.66 0.95 0.222
C -13.74 5.13 1.45 -0.807
C -14.90 4.44 1.14 -0.158
C -14.81 3.31 0.34 -0.452
C -13.56 2.93 -0.11 -0.253
H -11.61 5.17 1.17 0.331
H -13.77 6.02 2.07 0.359
H -15.86 4.78 1.51 0.366
H -15.69 2.75 0.07 0.351
H -13.44 2.05 -0.73 0.361
```

---

Number 1: calculated total energy -6891.922628 Ha, F_max 1.95 eV/Å. Number 2: calculated total energy -6832.408001 Ha, F_max 4.92 eV/Å. Number 3: calculated total energy -4486.524530 Ha, F_max 4.16 eV/Å.